[1]
The following is a quantum chemistry calculation of a cluster of 8 separate species, C62H136N8O8 in total in a non-equilibrium geometry, from OMol25.

CARTESIAN COORDINATES (ANGSTROEM)
O -3.34 -2.92 -2.97
O 1.70 2.36 -6.07
O -0.23 -3.64 7.01
O -5.22 1.99 -2.53
O -2.12 3.62 5.46
O 3.97 0.98 -0.94
O 2.57 6.97 -2.30
O -2.37 -0.23 1.71
N 1.94 0.96 -6.24
N 3.45 -0.34 -0.85
N -3.43 1.83 -4.68
N -2.74 -0.09 -1.95
N -3.18 -3.81 -1.83
N -0.69 3.37 5.56
N -0.29 -3.66 5.58
N 2.54 5.86 -1.53
C 0.67 0.26 -5.81
C 4.90 5.75 -1.64
C 2.00 -1.81 0.43
C -1.35 0.99 5.44
C -2.61 -4.10 5.61
C 4.63 -1.17 -0.75
C 1.20 5.58 -1.02
C -1.01 2.09 7.61
C -2.03 1.81 -0.48
C -1.13 -6.03 5.83
C 3.24 1.18 -4.06
C 1.31 3.37 4.42
C -5.32 2.04 -6.18
C -0.12 3.70 4.25
C -2.96 -0.43 0.43
C -2.15 0.31 -0.65
C 3.75 4.54 0.19
C 0.99 1.72 6.28
C -3.16 -0.83 2.74
C -5.66 1.47 -3.77
C 2.49 -0.35 0.27
C -0.31 5.17 4.03
C 1.72 1.97 4.89
C -0.74 3.00 3.04
C 0.29 5.30 -2.19
C -0.89 -3.44 -1.79
C 2.94 0.26 1.62
C -1.92 -4.50 -1.98
C 0.10 0.66 -4.41
C -1.27 -4.66 5.12
C 2.36 4.28 0.87
C 0.98 -1.27 -5.85
C -1.77 -5.44 -0.82
C 3.70 5.84 -0.69
C -0.39 0.53 -6.84
C 4.12 -2.65 -0.48
C 1.30 4.25 -0.29
C 5.66 -0.70 0.35
C 3.39 -0.86 -5.53
C 1.90 -4.84 5.69
C 0.22 -4.80 2.97
C -5.00 -5.33 -2.85
C -4.82 2.26 -4.80
C 3.12 -2.85 0.69
C -1.68 -5.17 -3.35
C 1.74 -2.41 5.67
C 4.30 1.33 -6.33
C 2.21 -1.70 -4.98
C -4.21 -5.60 -0.57
C -4.42 -4.56 -1.63
C 5.28 -1.13 -2.10
C 1.06 -3.67 3.58
C 1.30 0.55 -0.20
C -0.53 2.05 6.19
C -6.10 1.66 -1.50
C -5.47 -3.54 -1.19
C -2.98 -6.44 -0.69
C 3.24 0.66 -5.53
C 0.63 6.66 -0.10
C 3.88 7.07 0.25
C 1.11 -3.67 5.16
C -1.20 -4.63 3.57
H 5.64 -0.09 -2.27
H -2.40 1.08 5.74
H 0.62 0.15 -3.61
H -0.15 6.13 -2.69
H -1.92 -6.22 -3.39
H -2.21 4.05 6.30
H 2.03 -1.50 -3.96
H 1.59 -2.13 -0.51
H 4.51 5.17 -2.50
H -2.84 2.19 -5.42
H -2.07 -6.57 5.75
H 2.41 3.25 1.28
H 3.58 -2.76 1.69
H 4.90 -3.36 -0.55
H 4.48 -1.23 -2.87
H -2.13 0.30 -2.66
H -5.86 -2.89 -1.94
H 1.41 1.23 4.16
H 0.58 0.56 0.63
H -5.14 2.94 -6.73
H -0.91 -5.93 6.91
H 1.91 3.62 3.52
H -0.35 -6.69 5.50
H 0.57 -5.80 3.21
H -1.60 -3.65 3.30
H 1.24 -1.63 -6.84
H -0.70 3.59 2.08
H -3.45 -4.54 5.08
H -5.66 1.68 -0.51
H 5.27 1.11 -5.86
H -6.27 -4.16 -0.82
H 3.58 8.02 -0.24
H -0.83 1.52 -6.84
H -5.30 -4.68 -3.72
H -1.03 -2.83 -2.68
H 0.59 5.64 3.49
H -0.62 -5.03 -3.64
H 4.42 4.74 1.03
H 3.74 1.31 -1.82
H -1.52 2.23 -1.33
H -5.45 0.40 -3.86
H 4.31 1.16 -3.80
H -3.07 2.22 -0.46
H -2.86 -1.43 -0.03
H 0.09 -3.92 -1.69
H -3.62 0.44 -2.11
H 1.16 -1.48 5.47
H -5.12 -2.95 -0.39
H 0.61 7.65 -0.57
H 6.05 -1.88 -2.27
H 0.87 0.36 -1.16
H 0.13 1.70 -4.20
H 1.14 0.71 6.63
H -6.00 -5.71 -2.35
H -0.40 6.36 0.07
H 1.08 6.85 0.91
H -0.95 -2.73 -0.93
H 1.71 -5.84 5.21
H -6.39 1.74 -6.18
H -1.54 2.10 0.43
H -4.13 -5.10 0.42
H -3.07 -7.08 -1.56
H -7.00 2.31 -1.50
H 1.51 3.39 -0.91
H -6.39 0.63 -1.59
H 2.81 1.92 5.04
H 0.03 -1.80 -5.57
H -1.09 1.12 8.10
H -2.75 -7.10 0.14
H -1.88 -4.91 0.14
H -1.82 2.90 3.17
H 2.09 -3.64 3.33
H -2.52 -1.14 3.53
H 5.70 5.10 -1.20
H 4.01 3.71 -0.43
H 1.98 0.40 2.19
H 1.68 1.60 -0.26
H 0.57 -2.73 3.28
H 3.48 -2.87 -1.36
H 4.95 7.01 0.53
H -1.19 -0.14 -0.66
H 1.15 -1.88 1.11
H 5.30 -0.75 1.37
H 2.77 6.71 -3.20
H -0.47 -2.72 7.17
H 2.75 -3.88 0.76
H 3.45 1.24 1.47
H 1.83 -2.51 6.78
H 2.65 -2.14 5.21
H 6.49 -1.47 0.37
H 5.90 0.36 0.13
H -3.69 -1.74 2.39
H -5.07 -6.21 -0.49
H -6.72 1.57 -3.97
H 4.39 0.87 -7.30
H 1.88 -5.01 6.78
H -2.22 -4.67 -4.14
H -4.33 -6.06 -3.25
H -4.86 3.27 -4.60
H 2.80 2.17 -3.98
H 3.35 -1.06 -6.62
H -2.00 -5.20 3.15
H 3.25 7.01 1.17
H -4.01 -0.12 0.50
H -0.55 4.61 -1.97
H -4.91 1.15 -6.64
H 0.28 4.08 0.09
H 4.24 2.40 -6.31
H 1.53 2.38 7.04
H -0.31 5.67 4.98
H 4.33 -1.24 -5.04
H -2.71 -4.34 6.68
H -0.45 1.95 2.82
H 2.94 -4.74 5.47
H -1.15 -0.21 -6.82
H 1.56 2.67 -6.99
H 2.43 -2.76 -5.09
H 2.14 4.90 1.76
H 3.49 -0.42 2.24
H -1.13 5.50 3.44
H 0.10 0.40 -7.81
H 2.72 0.53 -3.35
H 1.69 4.08 5.13
H -1.03 0.00 5.72
H -3.08 2.21 -3.84
H -1.30 0.99 4.34
H -3.19 -2.08 -2.54
H 0.92 4.71 -2.88
H -3.94 -0.15 3.04
H 5.23 6.73 -1.93
H 0.24 -4.63 1.86
H -0.74 -5.84 -0.72
H -2.61 -2.99 5.48
H -2.02 2.55 7.80
H -0.39 2.71 8.28
H -0.90 0.26 -4.31

## Properties
HOMO level: -8.12 eV
SMILES: CC1(C)CCCC(C)(C)N1O.CC1(C)CCCC(C)(C)N1O.CC1(C)CCCC(C)(C)N1O.CC1(C)CCCC(C)(C)N1O.CC1(C)CCCC(C)(C)N1O.CC1(C)CCCC(C)(C)N1O.COC[C@H](C)N.COC[C@H](C)N
energy relative to the best compared isomer or geometry (same formula, charge and spin): 0.145 eV
DFT total energy: -94790.890 eV


[2]
The following is a quantum chemistry calculation of a structure of composition C31H26F9NO6P2PtS2 in a non-equilibrium geometry, from OMol25.

CARTESIAN COORDINATES (ANGSTROEM)
Pt 0.55 0.04 -0.26
S 3.07 1.42 -1.90
S 1.16 3.36 -1.43
P 0.62 0.03 2.05
P -1.75 -0.02 -0.68
F -0.11 3.61 -3.64
F -0.31 5.30 -2.30
F 4.09 -0.68 -3.02
F 3.21 0.69 -4.41
F 1.57 4.95 -3.38
F 0.80 -4.83 -1.23
F 1.94 -0.57 -3.19
F 0.63 -5.10 0.95
F 2.39 -4.20 0.03
O -0.68 -2.78 0.82
O 0.99 -2.01 -0.55
O 2.88 0.64 -0.69
O 4.28 2.16 -2.06
O -0.07 2.98 -0.76
O 2.18 4.09 -0.73
N 1.69 2.12 -2.31
C -1.96 1.00 -3.27
C 3.06 0.15 -3.21
C 1.43 -1.46 2.66
C 3.47 2.27 4.04
C 0.54 4.38 -2.77
C 1.30 2.66 2.35
C 2.71 -1.68 2.17
C 1.62 -3.39 4.09
C 1.98 3.76 2.89
C 3.05 3.56 3.74
C 0.33 -2.91 0.13
C 0.89 -2.33 3.60
C -2.36 1.16 -1.93
C -3.25 2.20 -1.63
C -2.25 -0.37 2.16
C -4.32 -3.16 -1.51
C -3.81 -1.96 -1.02
C -1.01 0.26 2.88
C -2.64 0.43 0.85
C 1.06 -4.27 -0.02
C 2.72 1.16 3.60
C -2.30 -3.54 -2.73
C -1.73 -2.40 -2.18
C 1.62 1.38 2.74
C -3.47 2.73 -3.97
C -3.82 2.98 -2.66
C 3.46 -2.75 2.63
C -2.49 -1.60 -1.31
C -2.54 1.76 -4.28
C 2.90 -3.59 3.59
C -3.56 -3.95 -2.33
H -0.70 -2.12 -2.42
H -3.99 -4.89 -2.69
H 4.46 -2.91 2.27
H -1.25 0.23 -3.53
H 4.39 2.13 4.63
H -3.92 3.29 -4.77
H -1.15 1.35 2.87
H 3.43 -4.49 3.90
H -3.13 -0.30 2.81
H -2.15 -1.41 1.94
H -3.71 0.36 0.62
H 1.70 4.73 2.51
H -1.76 -4.17 -3.43
H -3.50 2.44 -0.62
H -4.46 -1.34 -0.45
H -0.12 -2.16 3.94
H -5.33 -3.47 -1.27
H 3.03 0.15 3.85
H 1.19 -4.04 4.84
H -4.55 3.74 -2.44
H 0.51 2.81 1.62
H -2.45 1.49 0.99
H -2.17 1.58 -5.30
H 3.62 4.38 4.15
H -0.87 -0.05 3.91
H 3.15 -1.00 1.43

## Properties
HOMO level (alpha / beta): -7.91 / -9.54 eV
expectation value of S²: 2.0065
energy relative to the best compared isomer or geometry (same formula, charge and spin): 0.000 eV
spin multiplicity: 3
DFT total energy: -114296.388 eV


[3]
The following is a quantum chemistry calculation of a cluster of 7 separate species, C33H82F3N9O7P in total in a non-equilibrium geometry, from OMol25.

CARTESIAN COORDINATES (ANGSTROEM)
P -0.36 1.05 -1.33
F 3.87 3.15 -1.40
F 5.35 3.55 -2.91
F 3.54 2.53 -3.46
O -1.19 -2.69 7.41
O -0.49 1.49 -4.91
O -2.62 -4.32 3.71
O -3.03 6.97 1.45
O -1.38 -3.43 -7.87
O 4.47 -1.58 1.13
O 4.39 5.83 -3.29
N -3.48 4.80 3.29
N 1.60 -3.33 7.77
N -2.28 -2.27 1.73
N 7.26 -2.20 1.47
N -1.94 3.91 -0.29
N -2.17 -4.87 -10.23
N 1.84 -0.01 -5.69
N -0.67 3.93 -0.85
N 1.17 3.25 -1.71
C 6.28 -2.21 3.70
C 0.60 -3.34 9.99
C 1.59 0.44 0.49
C -0.50 -4.37 -8.47
C 0.15 5.01 -1.04
C 6.56 -1.37 2.46
C 1.31 4.62 -1.57
C -0.45 -2.01 3.31
C 3.38 4.89 -3.03
C 0.90 -2.50 8.75
C -1.99 -3.87 -6.67
C 0.05 0.46 0.39
C -3.82 6.17 3.67
C 5.31 -0.70 1.87
C -1.20 2.09 -5.98
C -2.70 -2.96 4.08
C 0.51 -0.60 -5.84
C -0.51 0.07 -4.90
C 0.10 -0.57 -7.31
C -1.43 -4.98 4.10
C -0.01 2.85 -1.27
C 3.58 -2.36 1.91
C -1.85 -6.54 -8.49
C -1.18 -5.45 -9.32
C -2.09 -3.46 8.19
C -4.18 7.43 0.77
C -1.97 -2.00 3.14
C -0.35 -1.82 8.16
C -2.14 0.69 -1.60
C 4.05 3.52 -2.69
C -5.33 6.35 3.59
C -3.03 7.20 2.85
C 2.51 5.44 -1.91
H -1.71 -4.22 -10.86
H -3.76 -2.71 4.06
H -2.31 -0.99 3.37
H 4.73 -0.18 2.64
H 0.15 -4.30 9.73
H -2.23 -2.99 -6.08
H -3.28 -2.16 1.59
H -0.17 -1.98 4.36
H 2.18 6.45 -2.15
H 0.02 -2.88 2.86
H -2.95 -3.70 7.57
H -0.26 -0.22 -3.88
H 1.81 2.56 -2.08
H -0.35 1.20 1.08
H 2.72 -2.60 1.28
H 7.24 -0.56 2.77
H 0.26 0.41 -7.76
H -3.53 6.31 4.72
H -0.95 -0.84 -7.43
H 1.53 -3.56 10.52
H 5.61 -1.69 4.39
H -2.49 4.64 3.45
H -0.56 2.22 -6.85
H -0.92 -1.29 8.93
H -0.01 -1.07 7.44
H -0.65 -4.87 3.33
H -2.79 -4.28 -9.68
H -2.84 1.19 -0.93
H -2.80 -6.21 -8.06
H -2.07 -7.40 -9.12
H 2.16 -0.13 -4.74
H 1.89 -2.74 6.99
H -2.37 0.85 -2.66
H 3.23 -1.81 2.79
H -0.40 -5.92 -9.92
H 0.14 -3.77 -9.13
H -2.12 -3.26 1.57
H -2.25 -0.38 -1.42
H 0.57 -1.65 -5.54
H 1.58 -1.70 9.06
H -0.12 6.02 -0.78
H -1.53 -0.30 -5.09
H 4.05 -3.30 2.21
H 4.54 5.88 -4.24
H 1.98 1.46 0.56
H -5.82 5.79 4.39
H 5.64 0.05 1.15
H -1.20 -6.88 -7.68
H -5.61 7.40 3.70
H 6.58 -2.83 1.07
H -5.74 5.98 2.65
H -1.98 7.15 3.16
H -3.58 4.73 2.28
H -1.32 -4.51 -6.08
H 7.55 -1.61 0.69
H 1.98 0.00 -0.43
H -3.37 8.23 3.07
H -1.63 -4.41 8.49
H -1.52 3.08 -5.65
H -1.05 -4.61 5.06
H 1.74 0.99 -5.80
H 0.70 -1.28 -7.88
H 2.77 4.75 -3.93
H -2.92 -4.40 -6.87
H 0.91 -3.96 7.35
H -1.65 -6.04 4.20
H 1.95 -0.13 1.34
H -2.09 1.52 -6.25
H -4.96 6.66 0.75
H -0.38 -0.53 0.56
H -2.44 -2.92 9.07
H -2.37 -2.82 5.12
H 0.16 -4.81 -7.71
H 7.20 -2.42 4.23
H -0.02 -1.13 2.83
H 3.12 5.55 -1.01
H -0.06 -2.82 10.68
H -2.52 3.20 -0.73
H -2.36 4.82 -0.46
H -4.57 8.35 1.20
H 5.83 -3.17 3.45
H -3.89 7.63 -0.27

## Properties
HOMO level: -10.55 eV
charge: +1
DFT total energy: -80726.175 eV